Entry 1:
Below is C13H26ClDyNO3P as an isolated structure at a distorted geometry, with properties calculated with ωB97M-V/def2-TZVPD.

* E: -2476.7382 a.u.
* E_LUMO (spin up / spin down): -13.201 / -12.108 eV
* ⟨S²⟩: 13.021
* largest force on an atom: 3.981 eV Å⁻¹

```
! RIJCOSX wB97M-V def2-TZVPD def2/J DEFGRID3
* xyz 3 7
C 3.72229 2.21136 0.73585
C 3.52234 0.67691 1.16666
C 2.26457 0.50681 2.09158
C 1.21259 -0.58734 1.67112
O 1.51860 -1.32600 0.47360
C 0.54188 -1.10896 -0.53755
P 1.26285 -2.05815 -2.05940
O 1.53881 -3.64327 -1.64729
Cl 3.14938 -1.26763 -2.43810
C 0.41908 0.40205 -0.99095
C -1.00820 1.07686 -0.89580
C -1.08766 2.08784 -2.13588
C -1.10141 2.03333 0.38567
N -2.16658 0.15842 -1.03954
O -2.46016 -0.13771 -2.28783
C -2.13795 -1.03954 -0.14868
C -3.28282 -2.05506 -0.74251
C -2.61938 -0.75980 1.38773
C -0.79266 -1.87012 -0.14334
H 4.71205 2.56491 1.11282
H 3.79708 2.24581 -0.38395
H 2.88056 2.86394 1.05787
H 4.42393 0.38533 1.75704
H 3.51424 0.09560 0.21846
H 1.72143 1.48673 2.19762
H 2.61523 0.26832 3.12965
H 1.15266 -1.34106 2.50386
H 0.19868 -0.09714 1.66176
H 2.30227 -3.70246 -1.03555
H 1.13628 1.06518 -0.43761
H 0.73597 0.48519 -2.06924
H -0.29960 2.85920 -1.91757
H -2.05508 2.64248 -2.16982
H -0.79236 1.61545 -3.09644
H -0.24658 1.91179 1.08616
H -1.07581 3.10295 0.05080
H -2.10656 1.90828 0.88071
H -4.31893 -1.56809 -0.83223
H -2.95327 -2.57870 -1.66301
H -3.40321 -2.85124 0.04223
H -2.58754 -1.74040 1.92963
H -1.95016 -0.07463 1.95112
H -3.71027 -0.42118 1.39530
H -0.93723 -2.73728 -0.84716
H -0.69116 -2.34623 0.86633
Dy -4.55823 0.65730 -0.23413
*
```

---

Entry 2:
Below is C28H29BN7PPt as an isolated structure at a distorted geometry, with properties calculated with ωB97M-V/def2-TZVPD.

* E: -1953.1366 a.u.
* energy above the lowest of the compared OMol25 structures with the same formula, charge and spin: 0.0 kJ/mol
* E_LUMO (spin up / spin down): 0.320 / -0.695 eV
* ⟨S²⟩: 2.010
* largest force on an atom: 4.264 eV Å⁻¹

```
! RIJCOSX wB97M-V def2-TZVPD def2/J DEFGRID3
* xyz 0 3
H 2.89868 -2.46111 -0.54961
N 1.47325 -1.02437 -1.21564
B 0.35403 0.96364 -2.61201
N 1.54260 0.09810 -2.03891
C 2.81840 0.17330 -2.53204
Pt -0.11156 -1.80996 -0.30681
H 3.08884 0.94858 -3.24840
C 3.56270 -0.87739 -2.01190
H 4.56557 -1.15584 -2.27961
C 2.70883 -1.59050 -1.15671
H 0.63335 0.99544 -3.80740
C -3.15035 2.11854 2.57564
H -3.99678 1.47507 2.84679
H -2.49608 1.56121 1.89282
H -3.53891 2.99669 2.04439
N 0.26104 2.52216 -2.32809
N -0.96006 0.13370 -2.58163
N -0.13319 3.12320 -1.13308
N -1.15222 -1.00985 -1.84070
C 0.58982 3.49232 -3.23296
C -1.86909 0.11591 -3.60530
H 0.92477 3.21490 -4.22138
H -1.84536 0.89623 -4.35653
C 0.38389 4.73719 -2.63567
C -2.67190 -1.01323 -3.47915
C -0.04465 4.45446 -1.31585
C -2.17960 -1.70778 -2.35880
H 0.56261 5.68852 -3.08902
H -3.44639 -1.35121 -4.14007
H -0.25978 5.17848 -0.52647
H -2.40894 -2.68756 -1.95388
H -2.62488 2.41147 3.43199
N 0.81813 -2.39529 1.11700
P 0.61116 -2.77821 2.66991
C 1.13851 -4.47109 2.80790
C 1.57692 -5.15401 1.66953
C 1.95508 -6.49346 1.79411
C 1.90564 -7.12720 3.04109
C 1.47669 -6.42781 4.17662
C 1.09058 -5.09362 4.06544
C 1.63569 -1.71982 3.68533
C 1.51223 -1.72590 5.08888
C 2.24443 -0.80476 5.84202
C 3.09729 0.10155 5.19890
C 3.23725 0.08494 3.80537
C 2.51408 -0.83818 3.04389
C -1.09086 -2.62674 3.22314
C -2.02339 -3.60956 2.84824
C -3.37785 -3.40043 3.11585
C -3.78619 -2.22850 3.76191
C -2.85395 -1.25958 4.14908
C -1.49890 -1.44768 3.87022
H 1.60360 -4.63537 0.70655
H 2.29112 -7.03139 0.90871
H 2.20463 -8.17170 3.13713
H 1.44136 -6.91602 5.15149
H 0.75090 -4.53583 4.93983
H 0.84192 -2.43378 5.58350
H 2.13855 -0.79050 6.92933
H 3.65460 0.82941 5.79125
H 3.90363 0.78994 3.30587
H 2.58959 -0.87509 1.95365
H -1.67810 -4.51183 2.33325
H -4.11047 -4.14789 2.80570
H -4.84613 -2.06058 3.96029
H -3.17370 -0.35050 4.66275
H -0.75812 -0.68853 4.13863
*
```

---

Entry 3:
Below is a 2-piece molecular cluster, C11H17N4 overall at a distorted geometry, with properties calculated with ωB97M-V/def2-TZVPD.

* E: -648.2858 a.u.
* energy above the lowest of the compared OMol25 structures with the same formula, charge and spin: 38.5 kJ/mol
* E_LUMO (spin up / spin down): 0.896 / 0.854 eV
* ⟨S²⟩: 0.753
* largest force on an atom: 2.167 eV Å⁻¹

```
! RIJCOSX wB97M-V def2-TZVPD def2/J DEFGRID3
* xyz 0 2
C -0.03791 1.68766 2.86292
C -0.87376 1.02533 1.82520
C -1.74728 -0.00042 1.97143
C -0.97752 1.44258 0.44199
C -1.83220 0.52603 -0.18950
C -0.28945 2.38562 -0.31991
C -2.23902 0.70718 -1.51243
C -0.73343 2.60903 -1.61260
C -1.65063 1.74008 -2.21228
N -2.37359 -0.29810 0.77496
H 0.94541 1.23909 3.03459
H -0.55533 1.65057 3.82218
H -2.04287 -0.46120 2.90214
H -3.29637 -0.68581 0.70091
H 0.56605 2.90085 0.10028
H -2.86795 -0.06924 -1.93269
H -0.38393 3.50062 -2.11161
H -2.04197 2.07443 -3.16528
H 0.17881 2.72185 2.59169
C 3.20541 -0.85096 -0.81604
C 1.17447 -2.36788 -0.57629
N 2.55306 -2.10733 -0.59615
N 0.28168 -1.38555 -0.99965
N 0.72827 -3.55144 -0.01986
H 3.14309 -2.82893 -0.22729
H 0.57218 -0.73363 -1.69866
H -0.59697 -1.35822 -0.52550
H 1.22753 -4.02330 0.70565
H -0.02817 -4.04865 -0.46126
H 3.43881 -0.71230 -1.88518
H 4.07606 -0.68790 -0.19099
H 2.47752 -0.04009 -0.68076
*
```

---

Entry 4:
Below is C11H12BF5N2O4PS2 as an isolated structure at a distorted geometry, with properties calculated with ωB97M-V/def2-TZVPD.

* E: -2498.7240 a.u.
* energy above the lowest of the compared OMol25 structures with the same formula, charge and spin: 233.8 kJ/mol
* E_LUMO: -0.008 eV
* largest force on an atom: 3.016 eV Å⁻¹

```
! RIJCOSX wB97M-V def2-TZVPD def2/J DEFGRID3
* xyz -1 1
C 1.79290 0.89956 2.33906
O 2.49187 -0.11126 1.59475
C 1.63760 -1.19264 1.21242
C 0.87768 -0.93461 -0.14371
C 1.62753 -0.54490 -1.40275
B 3.24855 -0.41335 -1.45302
O 3.93092 -1.46170 -2.07722
O 3.92134 0.71051 -0.91319
C 0.95124 -0.25285 -2.67982
P 1.92024 0.26226 -4.20511
S 2.69690 -1.24950 -5.16266
C -0.53438 -0.31622 -2.82527
N -1.27896 -0.06073 -3.93627
S -2.85423 -0.31396 -3.40094
N -2.58563 -0.77280 -1.84957
C -1.23553 -0.75970 -1.53498
C -0.58968 -1.06825 -0.22160
C -1.45969 -1.51396 1.01113
F -2.74140 -1.87943 0.62158
F -0.93663 -2.63243 1.64745
C -1.64145 -0.25514 1.98540
F -2.97294 0.07291 2.03620
F -1.20926 -0.45760 3.25989
F -1.04511 0.84474 1.39241
H 2.58882 1.50088 2.87128
H 1.29393 1.58733 1.60645
H 1.11152 0.50256 3.13426
H 0.92169 -1.34765 2.07509
H 2.20695 -2.16603 1.13639
H 4.82759 -1.11999 -2.25814
H 3.27474 1.43930 -0.94985
H 1.02326 0.97538 -5.06395
H 2.93348 1.16224 -3.76153
C -4.83648 2.20417 3.20443
O -4.79590 3.30401 3.95997
H -3.93633 1.55443 3.21332
H -5.63877 1.45766 3.43417
H -4.98635 2.34676 2.10395
*
```

---

Entry 5:
Below is one molecule with the formula C5H7N3S at a distorted geometry, with properties calculated with ωB97M-V/def2-TZVPD.

* E: -757.0271 a.u.
* energy above the lowest of the compared OMol25 structures with the same formula, charge and spin: 310.8 kJ/mol
* E_LUMO: 0.640 eV
* largest force on an atom: 4.818 eV Å⁻¹

```
! RIJCOSX wB97M-V def2-TZVPD def2/J DEFGRID3
* xyz 0 1
C -3.65741 -0.13282 0.38961
C -1.90929 -1.01121 -0.55053
C -1.41366 0.22837 -0.35584
C 0.89692 -1.35088 -0.42672
C -0.03561 0.75620 -0.84936
N -3.21676 -1.19084 -0.22088
N 0.95058 -0.12259 -0.12260
N 1.79166 0.66762 0.76671
S -2.54637 1.16416 0.51896
H -4.60026 -0.11383 0.85920
H 1.64585 -2.03383 0.08945
H -1.44455 -1.85055 -1.16869
H 0.05495 0.71767 -1.86473
H -0.05314 1.80494 -0.59942
H 2.10936 1.40634 0.18429
H 2.57767 -0.00764 1.06253
*
```

---

Entry 6:
Below is C18H20N2O4 as an isolated structure at a distorted geometry, with properties calculated with ωB97M-V/def2-TZVPD.

* E: -1107.9772 a.u.
* energy above the lowest of the compared OMol25 structures with the same formula, charge and spin: 1234.2 kJ/mol
* E_LUMO: 0.396 eV
* largest force on an atom: 11.687 eV Å⁻¹

```
! RIJCOSX wB97M-V def2-TZVPD def2/J DEFGRID3
* xyz 0 1
O 1.21665 0.58852 2.99891
C 0.67491 1.47713 3.76495
N -0.08334 1.23670 4.86643
H -0.60210 2.05044 5.14279
C -1.07932 -0.04307 4.84509
H -0.43134 -0.57090 5.54342
H -0.78055 -0.41036 3.73427
C -2.35208 0.21660 5.23490
O -2.77020 1.40139 4.58857
H -2.66118 1.48158 3.65117
H -2.76409 -0.61599 4.97926
H -2.34891 0.34731 6.26349
C 0.75614 2.86996 3.26647
H 1.92799 2.92658 2.68113
H 1.08725 3.36382 4.20538
C -0.23381 3.47247 2.46389
C -0.95447 2.42525 1.60862
O -1.85376 1.76080 1.85473
N -0.05843 2.03978 0.71175
C -0.11985 1.16859 -0.46939
C 0.74284 0.90646 -1.39654
C 0.89956 0.09016 -2.49326
C -0.25907 -0.80155 -2.43272
C -1.25557 -0.58853 -1.60278
C -1.32558 0.00177 -0.38352
H -2.13013 0.36664 0.29136
H -2.40932 -1.25472 -1.66141
O -0.45170 -1.78164 -3.36046
C 0.57026 -2.27783 -4.13231
C 1.64625 -2.61910 -3.28847
C 2.72870 -3.48927 -3.82783
C 2.49588 -3.86308 -5.23610
C 1.48730 -3.40078 -5.91994
C 0.31328 -2.68373 -5.42336
H -0.50732 -2.41840 -5.96418
H 1.54510 -3.72754 -6.88904
H 3.28705 -4.43261 -5.63177
H 3.70060 -3.48341 -3.38557
H 1.75948 -2.46171 -2.23811
H 1.67999 -0.03736 -3.19745
H 1.65136 1.84834 -1.33237
H 0.98779 2.71793 0.33381
H -1.06674 3.62642 3.18921
H -0.15475 4.34919 1.89035
*
```

---

> What is the largest force on an atom in the fourth record?

3.016 eV Å⁻¹

---

> Look up the E of the first one.

-2476.7382 a.u.